# 1
The molecule C3H8O3S at a distorted geometry, computed with ωB97M-V/def2-TZVPD.

Geometry (Å):
C1 1.77 0.48 0.98
S1 0.94 0.18 -0.60
O1 1.90 -0.61 -1.53
O2 0.52 1.62 -0.87
C2 -0.44 -0.91 -0.21
C3 -1.86 -0.32 0.03
O3 -2.15 0.82 -0.74
H1 2.56 1.39 0.95
H2 0.83 0.73 1.56
H3 2.37 -0.45 1.24
H4 -0.57 -1.51 -1.20
H5 -0.11 -1.78 0.34
H6 -2.73 -1.03 -0.13
H7 -1.73 -0.04 1.18
H8 -1.30 1.43 -1.00

Output
Lowest unoccupied orbital energy = 0.5 eV
Gap between HOMO and LUMO = 10.8 eV
SMILES = CS(=O)(=O)CCO
Charge = 0

Results of the Mulliken charge analysis, in e, for atoms 1 through 4: -0.87, 1.14, -0.63, -0.71

***

# 2
A structure of composition C4H9N3O at a distorted geometry, computed with ωB97M-V/def2-TZVPD.

Geometry (Å):
C1 1.16 1.09 0.28
C2 1.00 -0.30 -0.27
C3 -1.34 -0.04 -0.95
C4 -1.36 -0.74 0.24
H1 -0.09 0.69 2.07
H2 -0.80 2.04 1.14
H3 2.10 1.04 0.67
H4 1.35 1.80 -0.62
H5 0.71 -2.32 -1.23
H6 -1.33 0.95 -0.88
H7 -2.10 -0.16 -1.68
H8 -2.02 -1.58 0.44
H9 -0.72 0.12 1.11
N1 0.21 1.70 1.32
N2 1.95 -1.11 -0.19
N3 -0.24 -0.88 -0.74
O1 1.51 -2.30 -0.72

Output
Lowest unoccupied orbital energy = 0.6 eV
Gap between HOMO and LUMO = 9.6 eV
Charge = 0

Results of the Mulliken charge analysis, in e, for atoms 1 through 4: -0.51, 0.60, -0.42, -0.13

***

# 3
The molecule C3H5NO3 at a distorted geometry, computed with ωB97M-V/def2-TZVPD.

Geometry (Å):
C1 0.41 1.33 -0.55
C2 -0.09 -0.05 -0.11
C3 0.84 -1.09 0.44
N1 -1.53 -0.24 -0.07
O1 -2.36 0.65 -0.28
O2 -1.88 -1.40 0.18
O3 0.26 1.74 0.77
H1 1.40 1.31 -0.94
H2 -0.19 2.02 -1.28
H3 1.49 -1.58 -0.30
H4 0.13 -1.94 0.82
H5 1.53 -0.75 1.33

Output
Lowest unoccupied orbital energy (alpha / beta) = -2.3 / -2.1 eV
Gap between HOMO and LUMO (alpha / beta) = 8.3 / 8.3 eV
Charge = 0

Results of the Mulliken charge analysis, in e, for atoms 1 through 4: -0.39, 0.43, -0.94, 0.91

***

# 4
A structure of composition C7H12ErFI2NO3 at a distorted geometry, computed with ωB97M-V/def2-TZVPD.

Geometry (Å):
C1 -3.54 1.46 -0.67
C2 -2.34 1.12 -1.54
O1 -1.44 0.30 -0.89
C3 -0.06 0.26 -1.31
N1 0.77 0.29 -0.11
C4 1.57 1.50 -0.18
O2 1.48 2.42 0.55
O3 2.40 1.40 -1.28
F1 3.58 2.10 -0.97
C5 1.57 -0.94 0.09
I1 3.37 -0.33 1.39
C6 0.88 -2.05 0.84
C7 0.34 -1.66 2.22
I2 -0.64 -3.02 -0.35
H1 -3.87 2.44 -1.03
H2 -4.38 0.78 -0.81
H3 -3.23 1.51 0.37
H4 -2.74 0.56 -2.44
H5 -1.82 1.99 -1.95
H6 0.04 -0.68 -1.86
H7 0.14 1.07 -2.01
H8 2.05 -1.28 -0.83
H9 1.62 -2.84 0.96
H10 -0.56 -2.20 2.48
H11 0.20 -0.59 2.33
H12 1.08 -1.98 2.99
Er1 3.54 -1.62 4.00

Output
Lowest unoccupied orbital energy (alpha / beta) = -12.0 / -13.9 eV
Gap between HOMO and LUMO (alpha / beta) = 6.7 / 4.8 eV
Charge = +3
2S+1 = 4

Results of the Mulliken charge analysis, in e, for atoms 1 through 4: -1.04, -0.12, 0.05, -0.94

***

# 5
A structure of composition C18H40CsN4O13S2 at a distorted geometry, computed with ωB97M-V/def2-TZVPD.

Geometry (Å):
Cs1 3.85 -3.45 -0.21
S1 1.28 -0.92 0.58
O1 2.77 -0.85 0.54
O2 0.59 0.34 0.15
O3 0.83 -2.05 -0.24
O4 0.88 -1.10 1.96
C1 -2.40 2.33 0.20
C2 -1.67 2.89 -0.88
O5 -2.17 3.76 -1.57
N1 -0.42 2.43 -1.03
C3 0.34 2.87 -2.09
H1 -3.40 2.75 0.05
H2 -1.99 2.70 1.14
H3 -2.39 1.25 0.32
H4 -0.13 1.67 -0.42
H5 -0.15 2.93 -3.07
H6 1.18 2.19 -2.20
H7 0.81 3.79 -1.75
C4 0.50 1.68 3.46
C5 0.05 0.79 4.55
O6 -0.63 1.23 5.48
N2 0.13 -0.55 4.39
C6 -0.44 -1.51 5.27
H8 0.42 1.09 2.55
H9 1.54 1.99 3.62
H10 -0.22 2.50 3.38
H11 0.32 -0.82 3.44
H12 0.04 -1.43 6.24
H13 -0.33 -2.57 5.08
H14 -1.44 -1.26 5.64
C7 1.61 -1.20 -3.73
C8 1.97 0.16 -4.33
O7 1.18 0.67 -5.13
N3 3.11 0.71 -3.97
C9 4.05 0.16 -2.96
H15 0.79 -1.64 -4.29
H16 1.05 -1.07 -2.81
H17 2.31 -2.02 -3.52
H18 3.12 1.63 -4.37
H19 4.98 0.71 -3.04
H20 4.20 -0.92 -2.86
H21 3.59 0.44 -2.01
C10 -1.88 -4.30 -2.02
C11 -2.18 -2.99 -2.70
O8 -2.86 -2.88 -3.73
N4 -1.56 -1.84 -2.23
C12 -1.79 -0.49 -2.81
H22 -1.76 -4.02 -0.97
H23 -0.91 -4.53 -2.46
H24 -2.74 -4.91 -2.32
H25 -0.92 -1.83 -1.46
H26 -2.76 -0.47 -3.32
H27 -1.01 -0.11 -3.47
H28 -1.87 0.15 -1.92
C13 2.67 2.67 0.12
C14 3.31 1.79 1.22
O9 3.91 2.66 2.16
S2 4.42 3.95 1.34
O10 5.65 3.68 0.62
O11 4.37 5.13 2.17
O12 3.21 3.93 0.22
H29 1.62 2.77 0.40
H30 2.80 2.24 -0.87
H31 4.04 1.04 0.89
H32 2.50 1.28 1.74
C15 -3.71 -1.53 0.37
C16 -4.47 -1.64 1.65
C17 -3.87 -2.89 2.41
O13 -2.47 -2.76 1.96
C18 -2.22 -1.69 0.97
H33 -3.85 -0.55 -0.09
H34 -3.85 -2.29 -0.40
H35 -5.55 -1.61 1.58
H36 -4.20 -0.79 2.28
H37 -4.31 -3.80 1.98
H38 -4.03 -2.87 3.48
H39 -1.56 -2.03 0.18
H40 -1.88 -0.78 1.47

Output
Lowest unoccupied orbital energy = 0.5 eV
Gap between HOMO and LUMO = 6.5 eV
Charge = -1

Results of the Mulliken charge analysis, in e, for atoms 1 through 4: 1.00, 0.86, -0.87, -0.93

***

# 6
A structure of composition C54H126N6O6 at a distorted geometry, computed with ωB97M-V/def2-TZVPD.

Geometry (Å):
C1 -23.92 4.98 8.85
C2 -22.55 5.50 8.41
N1 -21.52 5.41 9.43
C3 -20.21 5.85 9.02
C4 -19.48 4.89 8.07
C5 -21.82 6.24 10.65
C6 -21.86 7.79 10.51
H1 -24.38 5.59 9.63
H2 -23.85 4.04 9.39
H3 -24.68 4.96 8.07
H4 -22.23 4.97 7.52
H5 -22.69 6.54 8.11
H6 -20.28 6.80 8.50
H7 -19.56 5.99 9.89
H8 -20.07 4.69 7.17
H9 -18.50 5.30 7.81
H10 -19.32 3.98 8.66
H11 -21.11 6.02 11.44
H12 -22.76 5.93 11.12
H13 -22.33 8.10 9.58
H14 -20.87 8.21 10.37
H15 -22.47 8.28 11.27
C7 -13.54 4.84 8.48
C8 -13.49 5.34 9.98
N2 -13.27 4.26 10.95
C9 -12.03 3.52 10.68
C10 -10.74 4.30 10.81
C11 -13.44 4.91 12.29
C12 -13.98 3.82 13.32
H16 -13.98 3.84 8.46
H17 -12.49 4.81 8.21
H18 -14.07 5.45 7.75
H19 -12.73 6.12 10.06
H20 -14.51 5.68 10.15
H21 -11.86 2.87 11.54
H22 -11.96 2.88 9.80
H23 -10.59 4.90 11.71
H24 -9.89 3.69 10.53
H25 -10.82 5.07 10.05
H26 -14.07 5.80 12.27
H27 -12.52 5.36 12.66
H28 -14.23 4.34 14.25
H29 -13.21 3.07 13.42
H30 -14.92 3.38 12.98
C13 -18.46 3.78 4.51
C14 -19.12 4.03 5.87
N3 -19.19 2.67 6.38
C15 -18.87 2.69 7.85
C16 -17.43 3.21 8.23
C17 -20.62 2.19 6.25
C18 -20.79 0.63 6.52
H31 -18.12 4.72 4.08
H32 -19.20 3.37 3.83
H33 -17.61 3.12 4.63
H34 -18.55 4.76 6.45
H35 -20.07 4.47 5.57
H36 -19.63 3.27 8.36
H37 -18.91 1.65 8.20
H38 -16.94 2.58 8.97
H39 -16.93 3.16 7.27
H40 -17.34 4.25 8.54
H41 -20.86 2.31 5.20
H42 -21.28 2.83 6.84
H43 -20.52 0.28 7.52
H44 -20.14 0.04 5.87
H45 -21.76 0.34 6.11
C19 -17.25 0.75 16.11
C20 -16.85 2.22 15.96
N4 -16.45 2.89 14.68
C21 -16.45 4.39 14.71
C22 -16.75 4.95 13.30
C23 -15.36 2.19 14.02
C24 -14.03 2.15 14.87
H46 -17.86 0.29 15.34
H47 -17.87 0.65 16.99
H48 -16.39 0.10 16.25
H49 -17.80 2.70 16.22
H50 -16.16 2.50 16.76
H51 -17.34 4.59 15.30
H52 -15.59 4.75 15.29
H53 -17.06 5.98 13.46
H54 -15.93 4.82 12.60
H55 -17.61 4.56 12.76
H56 -15.16 2.70 13.07
H57 -15.58 1.21 13.60
H58 -14.21 1.66 15.82
H59 -13.59 3.13 15.09
H60 -13.28 1.56 14.33
C25 -10.68 8.34 9.17
C26 -12.20 8.04 8.96
N5 -13.00 8.93 9.76
C27 -13.23 8.53 11.17
C28 -13.85 9.42 12.19
C29 -14.28 9.34 9.10
C30 -15.26 8.22 8.88
H61 -10.24 7.84 10.03
H62 -10.46 9.41 9.22
H63 -10.03 8.02 8.36
H64 -12.49 8.02 7.91
H65 -12.43 7.08 9.43
H66 -13.71 7.55 11.24
H67 -12.23 8.18 11.47
H68 -13.19 10.29 12.23
H69 -14.83 9.75 11.83
H70 -13.83 8.89 13.14
H71 -14.04 9.72 8.11
H72 -14.60 10.22 9.66
H73 -15.83 8.06 9.80
H74 -14.82 7.27 8.59
H75 -16.12 8.48 8.27
C31 -20.15 10.41 8.90
C32 -18.81 10.71 8.21
N6 -18.38 9.57 7.48
C33 -17.22 8.90 8.18
C34 -17.08 7.46 7.63
C35 -18.15 9.84 6.12
C36 -16.91 10.81 6.00
H76 -20.64 11.33 9.21
H77 -20.07 9.72 9.74
H78 -20.88 9.96 8.23
H79 -19.10 11.61 7.67
H80 -17.98 11.16 8.75
H81 -16.23 9.36 8.06
H82 -17.53 8.79 9.22
H83 -16.25 6.88 8.03
H84 -17.99 6.91 7.88
H85 -16.80 7.49 6.58
H86 -19.01 10.45 5.83
H87 -18.17 9.01 5.42
H88 -16.84 11.57 5.22
H89 -15.97 10.25 6.04
H90 -16.75 11.50 6.82
C37 -15.15 3.53 6.04
C38 -15.20 4.95 6.59
O1 -15.31 5.12 7.80
C39 -14.79 6.11 5.67
H91 -15.19 3.36 4.97
H92 -16.04 3.11 6.50
H93 -14.25 3.09 6.47
H94 -15.55 6.88 5.83
H95 -14.81 5.82 4.61
H96 -13.81 6.47 5.97
C40 -16.35 5.48 8.97
C41 -17.35 5.67 10.09
O2 -18.47 6.15 9.88
C42 -16.93 5.18 11.51
H97 -15.78 6.34 8.63
H98 -16.76 5.23 7.99
H99 -15.59 4.81 9.37
H100 -15.86 5.31 11.67
H101 -17.28 4.15 11.65
H102 -17.46 5.69 12.31
C43 -16.60 8.96 10.87
C44 -17.72 8.18 11.47
O3 -17.66 7.76 12.59
C45 -19.05 8.24 10.70
H103 -16.37 8.40 9.96
H104 -15.74 9.02 11.53
H105 -16.82 10.00 10.61
H106 -18.84 7.83 9.71
H107 -19.41 9.27 10.65
H108 -19.71 7.52 11.16
C46 -15.75 1.29 11.48
C47 -16.06 2.03 10.20
O4 -17.25 1.95 9.77
C48 -14.88 2.64 9.44
H109 -15.31 2.04 12.14
H110 -15.03 0.49 11.30
H111 -16.71 0.94 11.85
H112 -15.32 2.94 8.49
H113 -14.05 1.98 9.19
H114 -14.48 3.54 9.90
C49 -19.13 5.18 11.91
C50 -19.86 4.44 13.00
O5 -19.37 4.38 14.15
C51 -21.24 3.83 12.56
H115 -18.09 4.86 12.03
H116 -19.31 6.25 11.99
H117 -19.49 4.80 10.96
H118 -21.90 4.68 12.39
H119 -21.70 3.15 13.28
H120 -21.16 3.19 11.68
C52 -16.14 7.54 14.29
C53 -15.13 6.75 13.47
O6 -14.41 5.98 13.98
C54 -15.11 6.89 11.98
H121 -15.71 8.53 14.45
H122 -16.35 6.99 15.21
H123 -17.08 7.53 13.73
H124 -14.68 7.86 11.74
H125 -16.17 6.79 11.75
H126 -14.63 6.05 11.47

Output
Lowest unoccupied orbital energy = 0.3 eV
Gap between HOMO and LUMO = 7.1 eV
Charge = 0

Results of the Mulliken charge analysis, in e, for atoms 1 through 4: -1.70, 0.03, 0.85, -0.60